Entry from the Open Molecules 2025 dataset: one molecule with the formula C2H2N2O (ωB97M-V with the def2-TZVPD basis set).

Geometry as XYZ:
```
7
Properties=species:S:1:pos:R:3:lowdin_charge:R:1
C 2.182 -1.289 -0.552 -0.249
C 0.075 -0.228 0.081 0.117
N 3.113 -1.533 -1.166 0.215
N 1.091 -1.006 0.155 -0.162
O 1.052 -2.054 1.344 -0.188
H -0.570 -0.272 0.970 0.111
H -0.103 0.656 -0.705 0.157
```

SMILES = C=[N+]([O-])C#N
Kohn-Sham gap = 8.49 eV
M = 70.05 u
Total charge = 0
Total energy = -261.968018 hartree
Maximum force = 5.80 eV Å⁻¹
Highest occupied orbital energy = -0.364 hartree
ΔE to the lowest compared entry with this formula, charge and spin = 122.9 kcal per mole